No. 1
The following is a DFT calculation (wB97M-V/def2-TZVPD) of a cluster of 10 separate species, C37H48N9O in total.

Structure (XYZ):
```
95
Properties=species:S:1:pos:R:3:forces:R:3:mulliken_charge:R:1
C -0.52391 0.08176 -0.50232 -0.2 -1.2 1.0 0.020
O 0.67045 -0.21520 0.27684 -1.6 -0.3 -1.4 -0.944
H -1.39037 -0.46169 -0.06901 0.1 0.5 -0.5 -0.156
H -0.52508 -0.18191 -1.57840 0.5 0.0 0.3 0.880
H -0.74469 1.11835 -0.39551 -0.4 1.1 -0.3 -0.488
N -3.29642 -2.77058 -0.93751 1.5 0.4 -0.2 -0.074
C -4.45182 -3.40101 -0.66752 -3.3 1.9 -2.0 -0.197
C -5.47465 -2.53842 -1.40324 2.7 -2.5 2.5 -1.005
C -4.75446 -1.46028 -1.96277 -1.4 -1.0 -0.2 -0.476
C -3.42810 -1.62927 -1.74789 0.7 -1.4 1.5 -0.516
H -2.36295 -3.07398 -0.60029 -1.3 0.1 -0.6 0.886
H -4.57442 -4.36876 -0.07297 0.5 1.8 -1.0 0.323
H -6.52948 -2.75288 -1.42759 0.0 0.2 0.0 0.396
H -5.25220 -0.71879 -2.53574 0.0 0.7 -0.4 0.440
H -2.55005 -1.07609 -2.06278 -0.3 -0.1 0.1 0.451
N -0.45145 0.14895 2.70558 0.4 0.8 -0.1 0.657
C 0.18584 0.72316 3.79922 -0.9 -1.0 -1.8 -0.569
C -0.69481 0.76773 4.82171 -0.1 0.9 2.8 -0.351
C -1.94005 0.21009 4.40148 0.6 -0.1 -2.9 -1.323
C -1.74311 -0.09428 2.97792 -1.6 -0.9 2.0 -0.166
H -0.07811 0.02801 1.74076 0.5 0.1 0.8 0.347
H 1.18644 1.01480 3.70646 1.1 0.3 0.1 0.344
H -0.38145 1.25180 5.84547 -1.0 -1.3 -2.1 0.229
H -2.84282 0.10781 4.97883 0.0 0.0 -0.1 0.412
H -2.37537 -0.58997 2.14496 0.8 1.1 1.9 0.469
N 2.09829 0.18254 -1.96665 -0.7 -0.1 1.5 0.790
C 2.20598 -0.59206 -3.10926 -0.6 1.9 1.9 -0.518
C 3.20988 -0.08317 -3.85566 1.3 0.6 -0.4 -0.795
C 3.89615 0.94814 -3.11337 -2.6 0.3 2.7 -0.799
C 3.08171 1.11643 -1.83441 2.1 -1.0 -3.7 -0.229
H 1.36432 0.06444 -1.19134 1.8 -0.1 -1.0 0.040
H 1.48758 -1.34785 -3.24042 -0.6 -0.8 -0.5 0.528
H 3.34167 -0.44568 -4.87064 0.6 0.2 0.2 0.420
H 4.72037 1.58917 -3.42725 -0.3 -0.4 0.1 0.418
H 3.21631 1.73028 -0.91297 -0.2 -0.6 -1.1 0.176
N 2.71475 -2.26345 0.18308 -0.7 -1.5 -0.3 0.447
C 3.91091 -2.15988 -0.47404 1.0 -5.5 2.1 -0.372
C 4.67010 -3.46717 -0.17039 -2.8 3.2 -0.1 -0.875
C 3.80675 -4.26492 0.67851 -0.8 2.0 -1.1 -0.663
C 2.62237 -3.53559 0.83655 0.4 1.1 -0.8 -0.304
H 1.92038 -1.53683 0.07546 1.2 -1.3 0.6 -0.299
H 4.11967 -1.26865 -0.97932 0.7 0.9 -0.8 0.507
H 5.67675 -3.69294 -0.46396 0.1 0.1 -0.2 0.391
H 3.92471 -5.25893 1.11229 0.3 0.4 -0.3 0.414
H 1.72014 -3.83577 1.35002 0.0 0.2 0.0 0.288
N 1.17628 2.37793 0.64346 -1.5 1.0 -0.7 1.040
C 0.76849 3.40919 -0.23158 4.5 1.4 2.5 -0.493
C 1.71799 4.55258 0.05822 -2.9 -4.2 0.4 -1.119
C 2.45241 4.09607 1.20381 0.4 0.3 -0.4 -0.560
C 2.12598 2.79603 1.54641 -0.8 0.7 -1.6 -0.306
H 0.81248 1.40019 0.52622 0.8 0.6 0.6 -0.425
H 0.00687 3.21832 -0.96146 0.0 0.1 -0.2 0.526
H 1.70099 5.46937 -0.49251 0.2 0.3 0.1 0.468
H 3.25369 4.58935 1.73883 -0.2 0.4 -0.2 0.388
H 2.49951 2.19412 2.36304 -0.1 0.0 -0.3 0.168
N -1.62359 2.52351 -4.93390 1.4 0.5 0.4 -0.007
C -2.53860 2.80268 -5.92552 1.6 0.0 -0.2 -0.276
C -3.77753 2.44171 -5.47936 0.6 -0.9 2.2 -0.928
C -3.63444 1.89815 -4.12597 4.4 1.5 -0.5 -0.233
C -2.18633 2.03951 -3.75895 -3.6 -0.4 -3.1 -0.412
H -0.61549 2.77371 -5.06373 -1.6 -0.5 0.4 0.248
H -2.08403 3.18508 -6.87601 -1.1 -0.4 1.0 0.343
H -4.68505 2.51475 -6.01287 -0.7 0.1 -0.4 0.428
H -4.37324 1.54526 -3.45783 -0.6 -0.3 0.4 0.519
H -1.54993 1.66539 -2.96016 -0.4 0.3 -0.1 0.296
N -0.78412 -2.60238 0.58091 0.9 2.0 -0.2 2.032
C -1.40477 -3.29646 1.57557 0.7 2.9 1.2 -0.552
C -1.44160 -4.58185 1.23234 -0.1 -1.7 -1.5 -0.862
C -0.91238 -4.70383 -0.07696 1.4 3.5 -0.8 -0.584
C -0.46163 -3.33803 -0.53028 -0.8 -4.2 1.6 -0.809
H -0.41904 -1.63979 0.73207 -0.1 -1.0 -0.3 -0.860
H -1.69097 -2.71845 2.48231 0.3 -0.9 -0.8 0.386
H -1.87032 -5.36210 1.81337 -0.2 -0.5 0.3 0.553
H -0.72294 -5.59941 -0.59308 -0.1 -0.9 -0.7 0.513
H 0.02008 -3.02305 -1.51238 -0.7 -0.2 1.9 0.103
N 4.33814 -1.51939 2.39144 -2.1 0.0 -1.4 -0.099
C 3.78148 -0.25965 2.59624 4.0 0.2 4.2 0.311
C 4.66425 0.21375 3.77101 -2.2 0.3 -2.7 -0.605
C 5.64916 -0.75580 4.02318 -2.1 1.0 -0.2 -1.041
C 5.33868 -1.81056 3.25513 0.6 -2.1 -1.8 -0.390
H 3.94243 -2.17605 1.64825 1.2 1.3 2.0 1.006
H 2.98901 0.25898 2.03105 0.7 -0.9 0.3 -0.109
H 4.59000 1.12144 4.37210 -0.2 -0.1 -0.6 0.355
H 6.42375 -0.72018 4.71107 1.1 0.1 1.2 0.453
H 5.86545 -2.76655 3.17989 -0.4 0.4 -0.1 0.352
N -3.07309 4.27582 1.49589 0.1 1.5 0.0 -0.029
C -4.24454 4.73028 0.85140 0.0 -3.1 -1.0 -0.455
C -4.70972 3.47366 0.17851 2.8 2.8 2.6 -0.953
C -3.74557 2.44793 0.48589 -1.6 0.4 -1.3 -0.015
C -2.76050 2.98004 1.23651 0.5 -0.4 0.7 -0.592
H -2.42775 4.85039 2.02986 -0.5 0.0 -0.3 0.236
H -4.57339 5.83825 0.89260 0.6 -2.4 -0.1 0.301
H -5.52817 3.32592 -0.44738 -1.3 0.1 -0.8 0.460
H -3.78283 1.42899 0.11345 0.0 0.2 0.1 0.651
H -1.88128 2.43774 1.61796 -0.5 0.8 0.0 0.428
```
Forces are in eV/Å.

As for the LUMO energy: 2.60 eV. As for the total energy: -2006.51900 Ha. For the highest occupied orbital energy, the calculation gives -5.32 eV. The HOMO-LUMO gap comes out at 0.291 hartree. The total charge is -1.

=====

No. 2
The following is a DFT calculation (wB97M-V/def2-TZVPD) of a structure of composition C13H9N5O6OsS.

Structure (XYZ):
```
35
Properties=species:S:1:pos:R:3:forces:R:3:mulliken_charge:R:1
Os 0.51742 0.42467 1.53647 0.2 0.0 0.0 0.691
C -2.68503 2.08264 -0.86747 0.0 0.1 -0.1 -1.448
C -1.40069 1.56158 -0.34115 -0.1 0.0 0.2 1.155
N -1.28312 1.14740 0.88595 -0.2 0.0 -0.2 0.728
N -2.38179 1.23952 1.68918 -0.4 0.1 0.0 -1.215
C -2.12318 1.09346 2.94308 0.4 -0.2 0.1 0.709
N -3.04883 1.18825 3.88984 0.1 0.0 -0.1 -0.363
S -0.43914 0.73796 3.52222 0.0 0.3 0.1 -0.303
C -0.15341 1.52105 -1.11734 0.0 -0.1 0.2 0.366
C -0.04837 1.99438 -2.40392 0.0 0.1 -0.3 -0.637
C 1.18553 1.96925 -3.04310 0.1 0.0 -0.1 -0.512
C 2.28449 1.46635 -2.36934 0.0 0.1 -0.3 -0.871
C 2.12040 1.00796 -1.07894 -0.1 -0.1 0.3 0.024
N 0.93093 1.02953 -0.46648 0.2 0.3 0.3 -0.315
H -3.51263 1.50782 -0.46068 0.0 0.0 0.0 0.411
H -2.72164 2.05959 -1.95320 0.0 0.0 0.0 0.479
H -2.82357 3.11764 -0.53508 0.0 -0.1 0.0 0.345
H -3.99737 1.42694 3.64185 0.0 0.0 0.0 0.252
H -2.82084 1.08418 4.86386 0.0 0.0 0.0 0.206
H -0.91552 2.39699 -2.90782 0.0 0.0 0.0 0.322
H 1.28282 2.34546 -4.05365 0.0 0.0 0.0 0.475
H 3.26405 1.43193 -2.82697 0.0 0.0 0.0 0.442
H 2.95791 0.61005 -0.52332 0.0 0.0 0.1 0.494
O 0.36195 -5.72519 -1.11454 0.3 0.6 0.2 -0.342
C 0.70244 -4.65422 -0.71900 -0.4 -0.5 -0.2 0.349
C 2.15483 -4.17028 -0.46776 0.3 -0.6 -0.2 0.125
O 3.15659 -4.79068 -0.64015 -0.4 0.3 0.1 -0.343
C 2.10683 -2.71860 0.04393 -0.8 0.1 0.1 0.615
C 0.60466 -2.30144 0.13308 0.3 -1.2 -0.6 0.633
O 0.12133 -1.25327 0.48339 -0.4 0.1 0.2 -0.376
C -0.27333 -3.48808 -0.37698 0.1 0.1 0.1 0.222
O -1.45752 -3.45136 -0.45390 0.2 0.0 0.0 -0.375
O 3.00596 -1.99291 0.30425 0.5 0.5 0.2 -0.421
O 3.17597 -0.01177 2.60924 0.2 0.1 0.0 -0.364
N 2.15186 0.11317 2.17444 -0.2 -0.1 0.1 0.841
```
Forces are in eV/Å.

As for the LUMO energy: -9.86 eV. As for the total energy: -1714.16713 Ha. For the highest occupied orbital energy, the calculation gives -15.66 eV. The HOMO-LUMO gap comes out at 0.213 hartree. The total charge is +2.

=====

No. 3
The following is a DFT calculation (wB97M-V/def2-TZVPD) of the ion C2H7NS with charge +1.

Structure (XYZ):
```
11
Properties=species:S:1:pos:R:3:forces:R:3:mulliken_charge:R:1
C -0.78626 0.74015 -1.32938 -0.1 0.5 0.1 -0.737
S 0.32799 -0.49960 -0.74321 -0.1 0.2 0.3 0.339
H -0.79311 0.64675 -2.42361 -0.6 -0.3 0.4 0.335
H -0.46992 1.76676 -1.16791 0.6 0.1 0.2 0.344
H -1.71629 0.67554 -0.73663 0.1 -0.3 -0.8 0.312
C -0.05697 -0.57972 1.00516 0.6 -0.5 -0.1 -0.447
N 0.33925 0.57108 1.75634 -0.3 0.1 -0.3 -0.366
H 0.48616 -1.45414 1.35699 0.1 -0.3 0.0 0.336
H -1.12403 -0.86140 1.01833 0.0 0.3 0.2 0.376
H 0.74964 1.35449 1.26823 0.0 -0.1 0.1 0.263
H -0.27622 0.84269 2.50582 -0.2 0.1 0.0 0.246
```
Forces are in eV/Å.

As for the LUMO energy (spin up / spin down): -3.21 / -8.69 eV. As for the total energy: -533.00082 Ha. Its spin multiplicity is 2. For the highest occupied orbital energy (spin up / spin down), the calculation gives -15.13 / -14.50 eV. The HOMO-LUMO gap (spin up / spin down) comes out at 0.438 / 0.214 hartree. The total charge is +1.

=====

No. 4
The following is a DFT calculation (wB97M-V/def2-TZVPD) of a structure of composition C8H20F4KN2O12S4.

Structure (XYZ):
```
51
Properties=species:S:1:pos:R:3:forces:R:3:mulliken_charge:R:1
K -8.90086 14.03922 5.53675 0.2 0.4 -0.1 0.697
N -8.64929 13.92531 8.39372 1.3 2.0 1.0 -0.188
S -9.45711 15.04477 9.22220 -1.8 -1.3 0.4 1.032
O -9.28748 16.39489 8.79811 0.3 0.4 -0.3 -0.600
O -9.54949 14.75510 10.60788 0.1 0.3 0.4 -0.580
F -10.91534 14.65130 8.69910 0.3 0.1 -0.3 -0.302
S -7.08130 14.29592 8.74308 -0.3 -3.2 -2.0 0.891
O -6.76308 14.58651 10.07509 0.1 0.5 1.6 -0.575
O -6.41923 14.97499 7.70070 0.3 1.5 -1.0 -0.461
F -6.54239 12.81635 8.48176 -0.1 -0.1 0.4 -0.293
N -9.64063 11.51732 5.44298 -0.7 -1.3 -2.5 -0.122
S -8.95769 10.77491 4.15808 2.8 0.5 1.4 0.878
O -8.07209 11.66133 3.46395 -0.1 0.6 0.3 -0.569
O -9.64001 9.81442 3.38604 -1.2 -0.3 -0.3 -0.590
F -7.97999 9.88601 5.03916 0.4 -0.2 -0.2 -0.294
S -11.11482 10.90188 5.44516 -1.9 0.6 2.1 0.988
O -11.23983 9.61205 6.02109 0.4 -0.6 -0.1 -0.628
O -11.93891 11.23445 4.33899 -0.1 0.3 -0.8 -0.569
F -11.69237 11.83978 6.59921 0.3 0.2 0.1 -0.262
C -8.67010 14.71038 2.14558 0.4 -0.4 -1.0 -0.557
O -9.86436 14.33127 2.79113 0.1 0.7 0.3 -0.139
C -10.80075 15.38291 2.63422 -0.5 -0.4 -0.8 -0.541
C -11.94094 15.28203 3.61455 0.0 -0.1 0.6 -0.914
O -11.42512 15.03056 4.90229 0.0 0.0 0.3 0.292
C -12.46794 14.77856 5.83599 0.0 -0.1 0.0 -0.748
H -7.94718 13.90146 2.22573 -0.1 0.0 0.4 0.078
H -8.27965 15.65798 2.52586 0.1 -0.1 0.2 0.201
H -8.80623 14.82238 1.05565 -0.3 0.1 0.1 0.347
H -11.23978 15.28368 1.62718 0.0 0.2 0.0 0.341
H -10.30591 16.35922 2.66414 0.1 0.0 0.3 0.366
H -12.67012 14.50668 3.35183 0.2 -0.1 -0.1 0.482
H -12.49113 16.23510 3.65825 0.0 0.0 -0.3 0.332
H -12.83713 13.75636 5.72863 -0.1 0.1 -0.2 0.265
H -13.28208 15.49693 5.69243 0.0 0.0 0.1 0.330
H -12.06319 14.86987 6.83909 0.0 0.1 -0.1 0.123
C -9.31854 17.52880 5.46927 -0.1 0.2 0.5 -0.476
O -8.30906 16.83511 4.76506 0.0 -0.1 0.1 0.010
C -7.01647 17.28590 5.15278 -0.4 0.2 -0.4 -0.635
C -5.98162 16.37251 4.54424 0.0 0.3 -0.2 -0.796
O -6.33266 15.07403 4.87976 -0.6 -0.7 0.6 0.136
C -5.66841 14.02793 4.24977 0.6 -0.4 -1.3 -0.922
H -10.29858 17.26539 5.07797 0.1 -0.1 -0.2 -0.021
H -9.17809 18.61456 5.39286 0.0 0.0 -0.1 0.372
H -9.31136 17.25322 6.53133 0.1 0.1 0.0 0.155
H -6.91842 17.33489 6.24082 -0.1 -0.2 0.0 0.378
H -6.89316 18.29554 4.73782 0.2 0.1 0.2 0.377
H -5.00866 16.67064 4.96114 0.1 -0.2 -0.1 0.417
H -5.95576 16.48971 3.44946 0.0 0.1 0.0 0.409
H -4.58267 14.18302 4.20808 0.0 0.0 0.3 0.310
H -5.99826 13.88560 3.20704 0.0 0.4 0.0 0.311
H -5.88837 13.05784 4.69338 0.0 0.3 0.6 0.261
```
Forces are in eV/Å.

As for the LUMO energy: 1.85 eV. As for the total energy: -3921.45050 Ha. For the highest occupied orbital energy, the calculation gives -7.21 eV. The HOMO-LUMO gap comes out at 0.333 hartree. The total charge is -1.

=====

Max |F| (computed, Eh/bohr): 0.11610; 0.02764; 0.01728; 0.07374